DFT (ωB97M-V with the def2-TZVPD basis set) results for a structure of composition C40H110F2LiN11O14S2.

XYZ file:
```
180
Properties=species:S:1:pos:R:3:forces:R:3
Li -3.3951 -0.4251 0.1878 -0.54 -0.72 -0.06
N -1.6833 0.5272 0.2198 2.43 -2.57 -3.72
S -1.2043 1.5498 1.1829 -0.90 6.62 8.15
O -0.5137 2.7497 0.7365 -0.85 -1.87 -0.08
O -0.6927 0.9631 2.4142 -1.11 0.90 -0.99
F -2.7179 2.1146 1.5502 1.07 -0.43 -0.16
S -0.0744 0.2222 -0.2629 2.01 -4.86 -3.83
O 0.8868 -0.2574 0.7135 -1.51 1.45 -0.99
O 0.3334 1.0075 -1.3920 -0.39 -0.01 1.26
F -0.4080 -1.1992 -0.9885 -0.51 0.67 0.39
C -1.8470 -2.4032 7.0456 -0.51 0.40 0.59
C -2.4456 -1.1528 6.3803 0.13 -0.88 1.17
C -1.3562 -0.2572 5.8567 0.32 0.92 0.55
O -0.8727 0.5673 6.9457 0.83 -0.03 -0.23
C 0.3562 1.2856 6.6415 -1.14 0.13 -0.88
N -3.3580 -1.5970 5.3505 -0.87 0.32 -1.38
H -2.6617 -3.0673 7.3344 0.00 -0.10 0.17
H -1.2917 -2.1385 7.9454 0.03 0.02 -0.03
H -1.1877 -2.9825 6.3992 -0.01 0.26 -0.31
H -3.0819 -0.5640 7.0410 0.63 0.07 0.90
H -1.7725 0.3902 5.0850 0.25 0.09 -0.37
H -0.5541 -0.8907 5.4779 0.21 0.18 -0.35
H 0.1977 1.9225 5.7713 -0.14 -0.18 -0.52
H 1.1941 0.6298 6.4051 -0.03 -0.20 0.33
H 0.6136 2.0444 7.3804 -0.24 -0.70 0.69
H -3.9261 -0.7853 5.1545 0.13 0.70 -0.82
H -4.1179 -2.1218 5.7593 0.31 -0.93 0.49
C -2.4583 -7.7449 1.5784 -0.11 -0.17 0.06
C -1.2510 -8.3014 0.8361 0.23 1.18 1.05
C -0.2002 -7.1590 0.6436 -0.87 -0.37 -0.99
O -0.8073 -6.0690 -0.0789 0.01 0.30 0.98
C 0.1526 -5.0746 -0.4207 0.81 -1.07 -1.68
N -0.6555 -9.3832 1.6591 -0.12 0.14 -0.72
H -2.1728 -7.4592 2.5908 0.02 0.29 -0.04
H -3.2459 -8.4902 1.6893 0.01 -0.18 -0.10
H -2.8725 -6.9168 1.0032 0.01 0.15 0.24
H -1.6419 -8.5823 -0.1418 0.50 -0.34 -0.32
H 0.6027 -7.5787 0.0375 0.37 0.04 -0.13
H 0.2328 -6.7886 1.5729 -0.18 -0.13 0.32
H -0.2193 -4.1853 -0.9296 -0.87 0.13 0.87
H 0.6953 -5.4988 -1.2654 0.62 -0.20 -0.05
H 0.9202 -4.8488 0.3194 -0.42 0.13 0.52
H -1.1531 -10.2427 1.4755 -0.49 -0.10 0.22
H 0.2712 -9.6353 1.3462 0.42 0.36 -0.15
C 2.3524 2.8055 -3.3538 -0.20 2.29 1.64
C 1.7734 3.4295 -4.6419 1.39 -1.09 1.58
C 2.8693 3.8717 -5.5523 0.24 1.13 -1.32
O 3.6312 4.9790 -5.0442 1.28 -1.51 0.26
C 4.9821 4.8802 -5.5720 -0.70 0.94 -0.18
N 0.9674 2.3811 -5.1876 -0.47 -0.21 -1.67
H 3.0043 3.5474 -2.8925 0.73 0.09 -0.28
H 2.8816 1.8533 -3.3145 -0.24 -0.07 -0.86
H 1.6126 2.8138 -2.5533 -0.55 -0.64 -0.30
H 1.1953 4.3332 -4.4484 -0.36 -0.20 0.46
H 2.4229 4.2501 -6.4719 -0.37 0.00 -0.39
H 3.4829 3.0427 -5.9050 0.39 -0.23 0.50
H 5.6313 5.6455 -5.1466 -0.42 0.17 0.22
H 4.8780 5.0891 -6.6367 0.41 -0.18 -0.24
H 5.4926 3.9300 -5.4149 -0.45 -0.28 0.14
H 0.6620 2.6341 -6.1165 -0.62 0.43 -0.35
H 1.5616 1.6043 -5.4400 0.29 -0.50 0.56
C -6.2058 2.3299 1.0471 -0.01 -0.56 0.70
C -5.5666 0.9461 0.9535 0.01 0.22 -0.12
C -6.5407 -0.2163 1.3243 0.14 0.38 -0.63
O -6.9078 -0.1681 2.6784 0.51 0.32 0.77
C -7.5437 -1.3356 3.1365 -0.26 -0.23 0.21
N -4.9644 0.7422 -0.4047 -0.30 -0.50 0.23
H -5.5283 3.1397 0.7760 0.04 -0.18 -0.29
H -6.4852 2.5213 2.0831 -0.31 -0.01 -0.02
H -7.0967 2.3086 0.4193 -0.07 0.39 -0.03
H -4.7516 0.8375 1.6691 0.05 0.23 0.07
H -6.0431 -1.1577 1.0914 0.13 -0.22 -0.07
H -7.4773 -0.1717 0.7686 -0.03 0.07 -0.63
H -7.8601 -1.2300 4.1742 0.13 0.49 -0.03
H -6.8970 -2.2130 3.1298 0.33 -0.11 -0.31
H -8.4449 -1.5729 2.5712 -0.09 0.03 -0.30
H -4.2687 1.4332 -0.6470 0.35 0.64 0.68
H -5.6389 0.9533 -1.1263 -0.52 -0.50 -0.08
C 2.4994 -6.5529 -3.6285 -0.31 0.79 -0.94
C 2.8857 -5.7431 -4.9262 -0.86 0.71 2.90
C 3.3226 -4.2629 -4.5382 0.10 -1.31 0.11
O 2.3206 -3.6219 -3.7536 0.02 -0.08 -0.02
C 2.7870 -2.4746 -3.0051 -0.91 -0.62 -1.07
N 3.9543 -6.4739 -5.5199 0.93 0.12 -1.32
H 3.3969 -6.8435 -3.0825 0.07 0.22 -0.04
H 1.9793 -7.4691 -3.9082 -0.05 -0.07 -0.05
H 1.8362 -5.9655 -2.9935 0.09 -0.07 -0.02
H 2.0467 -5.6824 -5.6193 -0.46 0.23 0.24
H 3.6095 -3.7686 -5.4664 -0.60 0.64 -0.34
H 4.2786 -4.2764 -4.0147 0.07 -0.41 0.52
H 1.9484 -1.9460 -2.5519 -0.39 -0.39 -0.14
H 3.1494 -1.7958 -3.7772 0.95 0.29 0.57
H 3.4126 -2.7908 -2.1703 0.67 0.22 -0.39
H 4.1167 -6.0163 -6.4055 0.72 0.30 -0.36
H 3.5712 -7.3426 -5.8642 -0.03 -0.56 0.36
C -1.8742 3.4400 -2.3591 -2.20 1.07 -0.26
C -2.6373 2.9916 -3.6597 2.13 0.93 0.05
C -2.8854 4.1462 -4.6958 -0.12 -0.02 0.47
O -3.8233 5.0687 -4.1717 -0.23 1.30 0.29
C -4.1120 6.1835 -5.0381 -0.41 -1.13 -0.90
N -1.7644 1.9556 -4.2041 -1.04 -0.86 -0.47
H -0.8730 3.8413 -2.5156 -0.09 0.01 -0.31
H -1.8051 2.6456 -1.6159 -0.01 -0.20 -0.27
H -2.5287 4.1984 -1.9295 0.39 0.43 0.50
H -3.5740 2.5101 -3.3788 -0.26 0.29 -0.09
H -3.2219 3.8084 -5.6760 -0.34 -0.73 -0.01
H -1.9895 4.7094 -4.9570 0.70 -0.11 0.43
H -3.2848 6.5612 -5.6392 0.67 -0.11 0.46
H -4.6150 7.0445 -4.5978 0.26 -0.42 0.84
H -4.8016 5.8255 -5.8026 -0.31 -0.12 -0.19
H -1.5147 1.4875 -3.3447 0.39 -0.79 -0.24
H -0.8725 2.2914 -4.5386 0.10 0.35 -0.07
C 2.7339 8.5919 -1.1324 -0.20 -1.81 0.41
C 2.5981 7.1571 -1.7339 0.23 0.51 0.89
C 1.1897 6.5566 -1.9286 0.81 0.91 0.55
O 0.5407 6.4030 -0.6779 0.00 -1.58 0.71
C 1.1079 5.3259 0.1577 0.22 0.98 -0.22
N 3.3532 7.2433 -2.9464 0.07 -0.40 -0.82
H 3.8038 8.7626 -1.0136 -0.03 0.22 -0.39
H 2.3484 8.6128 -0.1131 -0.61 0.42 -0.22
H 2.2825 9.2736 -1.8533 -0.05 0.37 0.44
H 3.1078 6.4487 -1.0810 0.24 0.07 0.16
H 1.2996 5.6513 -2.5256 0.03 -0.69 0.35
H 0.5973 7.1920 -2.5870 -0.37 0.39 0.34
H 1.1485 4.3516 -0.3293 -0.07 0.14 -0.39
H 0.5942 5.1730 1.1068 -0.86 0.42 -0.46
H 2.0986 5.6066 0.5153 0.34 0.02 -0.39
H 3.3687 6.3402 -3.3984 0.13 -0.18 -0.38
H 2.8078 7.8488 -3.5431 0.17 0.21 -0.58
C 3.5711 -4.8412 3.6397 0.90 0.90 0.08
C 2.3797 -4.2929 4.3600 0.34 -0.20 -0.18
C 1.9603 -2.9369 3.7383 -0.07 0.36 0.60
O 2.8798 -1.8471 4.0236 -0.29 -0.81 -0.29
C 2.3031 -0.5733 3.7328 -1.35 -0.53 0.71
N 1.4146 -5.3734 4.3518 -0.31 0.44 0.14
H 3.3484 -5.1281 2.6119 -0.13 0.08 -0.12
H 4.0347 -5.6892 4.1438 0.01 0.17 0.07
H 4.2021 -3.9524 3.6380 0.88 -0.45 -0.41
H 2.6830 -4.1064 5.3901 -0.10 0.21 0.15
H 0.9963 -2.7083 4.1929 -0.31 0.30 0.08
H 1.7897 -2.9955 2.6633 0.11 -0.24 -0.28
H 2.5002 0.1260 4.5453 0.71 0.04 -0.22
H 1.2237 -0.7032 3.8114 -0.34 0.18 -0.22
H 2.4572 -0.1472 2.7414 0.61 -0.25 0.01
H 1.4199 -5.7959 3.4344 -0.54 -0.07 0.03
H 0.4926 -5.1206 4.6773 -0.17 -0.07 -0.23
C -2.7058 -3.7466 2.6475 0.55 -0.40 1.42
C -2.9170 -2.7599 1.5453 0.26 -0.72 -1.97
C -3.7957 -3.2256 0.3101 1.12 0.07 1.54
O -3.7979 -2.2142 -0.6625 0.90 0.34 -0.08
C -3.6676 -2.6667 -2.0179 -0.94 0.98 0.46
N -3.2800 -1.4556 2.0674 -0.71 0.21 -0.48
H -2.1826 -3.1584 3.4014 0.11 -0.07 0.28
H -2.0399 -4.5930 2.4791 -0.19 -0.07 -0.68
H -3.5722 -4.1161 3.1960 -0.43 0.05 -0.38
H -1.9168 -2.5457 1.1688 0.15 -0.50 -0.72
H -4.8242 -3.4307 0.6072 -0.16 -0.16 0.15
H -3.3344 -4.1244 -0.0990 -0.04 -0.22 0.12
H -2.6839 -2.9997 -2.3492 0.19 -0.10 0.55
H -3.9164 -1.7417 -2.5381 -0.09 -0.40 -0.63
H -4.4239 -3.4409 -2.1474 0.07 -0.02 -0.50
H -2.4056 -1.1112 2.4374 -0.04 0.55 0.51
H -3.8749 -1.6375 2.8631 -0.23 0.52 0.31
C 4.8888 5.5264 2.4416 -0.78 0.41 -0.30
C 5.4738 4.2267 1.9514 -0.13 -0.35 -0.38
C 4.5534 3.4268 0.9880 -0.19 0.39 1.68
O 5.1243 2.1776 0.6168 -0.75 0.64 -1.04
C 4.1234 1.5129 -0.1713 0.78 -1.09 0.13
N 6.7689 4.5339 1.3789 0.51 -0.86 -0.43
H 4.7728 6.1805 1.5774 -0.16 0.15 -0.19
H 5.5318 6.0892 3.1183 0.18 -0.44 0.10
H 3.9022 5.4306 2.8950 -0.02 -0.13 0.07
H 5.6472 3.5348 2.7757 0.10 0.05 0.24
H 4.1881 4.0132 0.1449 0.40 0.14 -0.47
H 3.6627 3.2107 1.5780 -0.46 -0.07 0.12
H 3.7246 2.0998 -0.9988 -0.18 0.49 0.35
H 3.3572 1.0947 0.4815 -0.42 0.42 -0.02
H 4.5484 0.6391 -0.6652 0.51 -0.01 0.17
H 7.0341 3.6456 0.9781 0.79 -0.37 0.03
H 6.6663 5.0792 0.5349 -0.30 0.63 -0.08
```
Positions in Å, forces in eV/Å.

## Properties
Maximum force in eV/A: 10.5
Relative energy (zero: lowest compared OMol25 entry of this formula, charge and spin) in kcal/mol: 116.6
Net charge: 0
Gap between HOMO and LUMO in eV: 8.48
LUMO energy in Eh: 0.001
HOMO in eV: -8.444
2S+1: 1